The molecule C4H11N3 at a distorted geometry. Source: the OMol25 dataset; level of theory: the ωB97M-V functional and the def2-TZVPD basis.

Computed properties:
net charge: 0
structure (SMILES): [H]/N=C(\N)NCCC
HOMO energy: -8.566 eV

The geometry in XYZ format:
```
18
Properties=species:S:1:pos:R:3:forces:R:3
N 0.909798 -1.179571 2.857661 -1.0 1.6 -2.8
N 0.491228 -0.207626 0.681937 1.6 1.0 0.6
N -0.851205 0.428673 2.598362 4.3 2.4 -0.3
C -0.387368 0.568107 -0.242956 -1.5 -2.3 -1.5
C 0.220305 0.777454 -1.681502 -2.5 -1.1 -0.2
C 0.504832 -0.501973 -2.491778 -1.2 -0.1 -0.8
C 0.288098 -0.335577 2.024495 -1.3 -2.2 4.3
H 1.209881 -0.427543 -3.324506 0.0 0.7 0.1
H -0.473732 -0.821987 -3.005412 1.4 -0.1 1.1
H -1.739797 0.095550 2.434884 -2.1 -1.0 -0.8
H 0.835217 -1.064912 0.235741 0.1 0.8 0.4
H -1.108070 1.434865 -0.006948 2.0 -1.2 0.7
H -0.605729 1.213057 -2.291831 0.6 0.4 0.8
H -0.726854 1.416826 2.281886 -0.7 -1.1 0.5
H -1.038110 -0.324259 -0.312366 -1.3 1.1 -1.2
H 0.957768 -1.266226 -1.895070 -0.2 -0.8 0.4
H 1.027599 1.428016 -1.668020 1.6 1.3 0.1
H 0.486138 -1.232874 3.805422 0.1 0.7 -1.2
```
Forces are in eV/Å.


A structure of composition C4H11N3 at a distorted geometry. Source: the OMol25 dataset; level of theory: the ωB97M-V functional and the def2-TZVPD basis.

Computed properties:
net charge: 0
HOMO energy: -8.587 eV

The geometry in XYZ format:
```
18
Properties=species:S:1:pos:R:3:forces:R:3
N -2.440270 -0.243672 -0.460525 -4.5 0.5 0.4
N -0.216055 0.470746 0.383360 1.2 4.2 -0.2
N -0.248101 -0.136551 -0.907854 2.8 -2.5 1.3
C 0.271606 -0.227637 1.563972 -1.2 -5.8 -1.5
C 0.462891 1.819718 0.178831 -0.5 1.7 0.5
C -1.525197 -0.736514 -1.093885 1.6 -1.7 -1.5
C 0.977925 -1.014603 -0.967851 -1.6 0.1 -1.8
H -2.192038 0.599623 0.053401 0.3 -0.5 0.2
H -0.001941 2.675411 0.905955 0.8 -2.1 -1.7
H -1.704679 -1.642625 -1.836132 0.9 1.9 1.5
H 0.344750 2.254118 -0.971904 0.5 -1.5 3.2
H 1.530174 1.710071 0.565417 -1.0 0.5 -1.1
H 1.865272 -0.399451 -0.932103 0.2 0.3 -0.5
H 0.311755 0.308789 2.514297 0.7 0.5 -0.7
H 1.087486 -1.686704 -0.132061 -0.4 -0.6 -0.3
H 0.872451 -1.608731 -1.884834 0.5 0.2 0.1
H 1.219273 -1.127944 1.204308 -2.3 3.5 2.4
H -0.615298 -1.014045 1.817607 1.9 1.5 -0.5
```
Forces are in eV/Å.


The ion C4H11N3 with charge +2 at a distorted geometry. Source: the OMol25 dataset; level of theory: the ωB97M-V functional and the def2-TZVPD basis.

Computed properties:
net charge: +2
structure (SMILES): C=[N+](C)C(=[NH2+])NC
HOMO energy: -19.647 eV

The geometry in XYZ format:
```
18
Properties=species:S:1:pos:R:3:forces:R:3
N -0.258196 0.365644 1.187031 0.3 0.3 -2.2
N -1.411991 -0.211837 -0.841597 -3.9 -0.1 -0.9
N 0.817968 -0.041820 -0.895481 -0.6 1.7 -2.2
C -0.401091 0.075833 -0.107076 1.5 0.3 1.4
C 1.737997 -0.994520 -0.421076 2.0 -3.0 3.7
C -1.351361 0.499709 2.129789 0.0 1.5 3.3
C 0.920289 0.607858 -2.032530 -1.5 -0.6 2.6
H -1.153216 -0.138256 3.021707 -0.2 -0.1 -0.9
H 0.678423 0.703550 1.493044 -1.0 -0.5 -0.3
H -1.390507 1.532519 2.667804 0.3 -1.4 -1.6
H 2.397224 -0.603506 0.391327 -0.5 0.3 -0.5
H -2.334139 0.306371 1.742938 -0.2 -0.3 -0.5
H -1.370302 -0.504602 -1.807916 0.9 -0.2 0.0
H -2.435090 -0.119417 -0.690863 1.0 0.2 1.2
H 1.852756 0.653343 -2.494030 1.5 -0.4 -1.1
H 2.480719 -1.427282 -1.111346 -0.9 0.3 -0.3
H 1.169070 -1.832409 0.195584 1.0 1.5 -1.8
H 0.051445 1.128821 -2.427309 0.3 0.3 0.2
```
Forces are in eV/Å.


The molecule C4H11N3O at a distorted geometry. Source: the OMol25 dataset; level of theory: the ωB97M-V functional and the def2-TZVPD basis.

Computed properties:
net charge: 0
structure (SMILES): C/N=C/N(N)CCO
HOMO energy: -8.519 eV

The geometry in XYZ format:
```
19
Properties=species:S:1:pos:R:3:forces:R:3
O -1.819413 1.299633 1.332823 2.8 2.8 -2.0
N -0.157743 -2.088366 -0.960435 0.2 -3.0 -0.2
N -0.279032 -0.954246 -0.294496 4.9 5.0 -0.3
N 1.014557 0.993888 0.185923 1.6 -1.5 -2.0
C -1.110085 -0.811313 0.804512 -1.4 -1.2 2.1
C -2.186129 0.213250 0.525518 2.1 0.7 0.3
C 2.352743 1.570672 -0.120324 0.4 -0.4 -2.9
C 0.876476 -0.075921 -0.531621 -5.7 0.6 4.4
H -0.942828 1.595649 0.786738 -2.5 -0.4 2.6
H -1.508556 -1.849743 0.872286 -0.1 0.7 0.6
H -2.122338 0.544862 -0.516611 -0.9 -0.6 -0.1
H 0.787045 -2.477281 -0.795201 -1.1 -0.2 -1.1
H 2.220276 2.468175 -0.904335 0.5 -1.6 2.2
H -0.533409 -1.928750 -1.874933 0.6 -0.9 -0.8
H -3.067076 -0.133861 0.927148 -2.5 -0.7 0.1
H 1.382965 -0.501916 -1.318962 2.1 -0.4 -1.7
H 2.948540 0.693085 -0.814574 -0.9 2.7 2.2
H 2.858848 1.840270 0.850141 -0.3 -0.2 -1.4
H -0.714841 -0.398087 1.846403 0.1 -1.4 -2.2
```
Forces are in eV/Å.


The molecule C4H11N3O at a distorted geometry. Source: the OMol25 dataset; level of theory: the ωB97M-V functional and the def2-TZVPD basis.

Computed properties:
net charge: 0
structure (SMILES): CN[C@@H](C)/N=C(\N)O
HOMO energy: -7.492 eV

The geometry in XYZ format:
```
19
Properties=species:S:1:pos:R:3:forces:R:3
O 0.815219 -1.810635 -1.409339 -0.3 0.7 -0.3
N 0.268815 0.893372 -0.297648 0.6 -1.0 0.7
N 0.322418 -1.127937 0.701454 -0.1 -0.9 -0.1
N -1.307066 -1.092188 -1.142583 -0.2 0.3 -0.4
C 1.617372 1.265579 -0.690662 -0.2 0.5 0.0
C -0.013533 -1.075310 -0.598751 0.9 -2.3 1.7
C -1.326187 0.500393 1.660970 0.0 0.1 0.5
C 0.078831 0.166991 1.185957 -1.0 1.0 -2.6
H 1.675329 2.347762 -0.829081 0.3 0.0 0.0
H -2.085889 0.314401 0.900446 0.2 0.0 -0.1
H -1.391846 1.543767 1.985150 -0.1 -0.1 0.0
H 0.822257 0.511577 1.917739 0.0 0.2 -0.4
H 2.354020 0.974035 0.060931 -0.3 0.0 0.1
H 1.538607 -2.108670 -0.836389 0.0 0.4 0.1
H -1.561002 -0.142635 2.515897 0.1 0.1 -0.1
H -1.300492 -1.535387 -2.055746 0.0 0.1 0.1
H -0.483037 1.183703 -0.916135 0.0 0.6 0.9
H -1.939300 -1.590004 -0.528081 0.1 0.2 0.1
H 1.915483 0.781184 -1.624130 -0.1 0.0 -0.1
```
Forces are in eV/Å.


A cluster of 2 separate species, C4H11N3O in total. Source: the OMol25 dataset; level of theory: the ωB97M-V functional and the def2-TZVPD basis.

Computed properties:
net charge: 0
structure (SMILES): C#C[C@@H](O)CN.NN
HOMO energy: -8.787 eV

The geometry in XYZ format:
```
19
Properties=species:S:1:pos:R:3:forces:R:3
O -0.224115 0.952967 1.107010 -0.2 0.1 -0.2
N -3.026219 -2.041017 0.804460 -0.4 0.1 0.0
N -2.171780 -0.853543 0.859559 0.5 -0.4 -0.2
N 1.531042 0.596316 -2.122764 0.2 0.2 -0.2
C 1.932983 0.119474 0.730015 0.2 0.0 0.1
C 0.608657 0.351265 0.132036 0.2 0.3 -0.1
C 3.037440 -0.057153 1.168348 -0.1 0.0 -0.1
C 0.731509 1.253958 -1.102269 -0.2 0.2 0.1
H -3.464000 -2.076411 1.719693 0.0 -0.1 0.1
H -0.281969 1.421353 -1.499605 0.2 -0.1 0.1
H 2.490867 0.506679 -1.792246 -0.2 0.0 -0.1
H -1.744270 -0.838102 -0.073672 -0.2 -0.1 0.4
H 1.105690 2.234364 -0.763348 0.0 -0.2 -0.1
H -1.379959 -1.122887 1.463519 -0.5 0.2 -0.3
H 4.014346 -0.217253 1.573637 -0.2 0.0 -0.1
H 0.217417 -0.621755 -0.199129 0.1 0.1 0.0
H -1.135868 0.983759 0.754671 0.5 0.0 0.4
H -3.802073 -1.760402 0.205362 0.1 -0.1 0.0
H 1.560301 1.168387 -2.965276 0.0 -0.2 0.2
```
Forces are in eV/Å.


A structure of composition C4H11N3O at a distorted geometry. Source: the OMol25 dataset; level of theory: the ωB97M-V functional and the def2-TZVPD basis.

Computed properties:
net charge: 0
HOMO energy (spin up / spin down): -8.079 / -8.072 eV

The geometry in XYZ format:
```
19
Properties=species:S:1:pos:R:3:forces:R:3
O 0.147243 2.101729 1.560255 0.4 0.6 0.0
N -0.518024 -0.786023 0.106766 0.4 1.4 2.3
N 0.549838 1.064130 2.028308 0.0 1.8 1.7
N -0.269620 -0.344623 1.287378 -1.6 -3.9 -2.2
C -1.170428 0.107957 -0.903419 -2.0 1.2 2.6
C 0.180588 -1.453034 2.199445 0.6 0.0 -0.1
C -0.455842 0.103876 -2.176137 2.1 -0.5 -0.5
C 1.048721 0.573111 -1.890018 -0.1 -2.8 -3.2
H -1.052532 0.826446 -2.790277 1.0 -0.8 -0.2
H -0.333851 -0.915949 -2.576605 -0.6 0.5 -0.4
H 1.049477 -1.108970 2.811356 -0.5 -0.3 -0.8
H -2.278515 -0.270722 -0.935929 2.0 0.6 -0.1
H -1.179231 1.229760 -0.658103 -0.3 -1.6 0.6
H 0.200633 0.980649 3.130941 0.3 -0.3 -2.1
H 1.773174 -0.270660 -1.606169 -1.5 1.1 0.3
H 1.459684 0.813162 -2.895480 -0.2 0.5 0.7
H -0.612199 -1.651957 2.932190 -0.1 0.0 -0.4
H 1.042776 1.377300 -1.240058 0.4 1.6 1.3
H 0.418109 -2.376180 1.615555 -0.2 0.9 0.5
```
Forces are in eV/Å.


A cluster of 2 separate species, C4H11N3O in total. Source: the OMol25 dataset; level of theory: the ωB97M-V functional and the def2-TZVPD basis.

Computed properties:
net charge: 0
HOMO energy: -7.324 eV

The geometry in XYZ format:
```
19
Properties=species:S:1:pos:R:3:forces:R:3
O 1.249318 1.023884 -1.551194 -0.2 -0.3 0.3
N -1.700668 1.509652 -1.144452 -0.1 0.0 -0.1
N 1.069015 0.498529 0.744406 0.0 -0.1 -0.3
N 0.960713 -1.210425 -1.022748 -0.1 0.1 0.1
C -2.161612 -0.433809 0.202420 0.0 0.2 -0.1
C 0.904143 0.157780 -0.777955 0.3 0.2 0.1
C -1.312390 0.468795 -0.332011 0.1 -0.2 0.1
C 1.641171 -0.491078 1.678213 -0.1 0.1 -0.1
H -1.804167 -1.197598 0.887732 0.0 0.0 0.0
H 2.635043 -0.799416 1.359085 0.0 0.0 0.0
H -2.620319 1.493260 -1.570212 0.1 0.0 0.1
H -0.059796 0.646676 0.712215 0.0 -0.1 -0.1
H 1.567957 1.387127 0.757754 0.0 -0.1 0.0
H 0.203662 -1.725358 -0.591289 0.0 0.1 0.0
H 0.969894 -1.373851 -2.021575 0.0 0.0 0.0
H 0.991686 -1.362414 1.713271 0.0 0.0 0.0
H 1.687548 -0.046805 2.671854 0.0 0.0 -0.1
H -0.981579 1.890744 -1.742309 0.0 0.0 0.0
H -3.239618 -0.435693 0.026793 0.0 0.0 0.0
```
Forces are in eV/Å.


The records above yield ΔE to the lowest compared entry with this formula, charge and spin values of 2.880, 5.701, 1.753, 5.214, 3.661, 4.492, 7.184, 4.047 eV, respectively.